Record 1
Density functional theory data (ωB97M-V/def2-TZVPD) for C3H9NS2 as an isolated structure.

The gap between HOMO and LUMO is 5.1 eV. Its LUMO energy is -3.096 eV. The value obtained for the HOMO energy is -8.214 eV. The molecular weight comes out at 123.2 g mol⁻¹.

```
! RIJCOSX wB97M-V def2-TZVPD def2/J DEFGRID3
* xyz 0 1
S 4.3764 -0.0545 0.6910
S -3.6728 -0.0993 -1.5171
C -1.8522 -0.4410 -0.4276
C -1.1491 0.1614 0.6755
N 0.3171 0.7851 0.6785
C 1.4400 -0.0284 0.9443
H -3.2250 -1.0397 -2.3747
H -1.8628 -1.4837 -0.3789
H -2.2823 0.1211 -1.4058
H -1.8268 1.0265 1.0959
H -0.8072 -0.5953 1.3293
H 0.3923 1.3581 -0.0900
H 2.4100 0.4823 0.8073
H 1.5611 -0.1821 2.0481
H 1.5308 -0.8737 0.2820
*
```

Record 2
Density functional theory data (ωB97M-V/def2-TZVPD) for C15H31N2O7S2 as an isolated structure.

The gap between HOMO and LUMO is 7.3 eV. Its LUMO energy is 2.409 eV. The value obtained for the HOMO energy is -4.887 eV. The molecular weight comes out at 415.6 g mol⁻¹.

```
! RIJCOSX wB97M-V def2-TZVPD def2/J DEFGRID3
* xyz -1 1
C -2.8034 1.8548 7.8037
C -2.6387 0.8761 6.5221
C -1.1075 0.3815 6.5554
S -0.5457 -0.3658 4.9432
O -1.7634 -0.9151 4.2101
O 0.3799 -1.4973 5.3219
N 0.1390 0.8335 3.9465
S 1.2398 0.1940 2.8232
O 2.6247 0.3166 3.4053
O 0.9917 -1.2221 2.3897
C 1.2803 1.1980 1.2341
C 0.1997 0.6659 0.2006
O -1.0135 0.8096 0.5180
N 0.4891 -0.0103 -1.0535
C -0.7312 -0.0003 -1.9450
C 1.5409 0.6850 -1.8609
H -2.5721 1.2777 8.7601
H -1.9830 2.6457 7.6913
H -3.8309 2.3280 7.8741
H -2.9048 1.3835 5.5456
H -3.3053 -0.0399 6.7039
H -0.4340 1.2312 6.9074
H -1.0445 -0.4374 7.3538
H 2.3203 1.0465 0.8097
H 1.1492 2.3169 1.4510
H -1.2245 1.0260 -1.9970
H -0.4252 -0.2722 -3.0054
H -1.4088 -0.8156 -1.5413
H 2.4856 0.9462 -1.2811
H 1.8774 -0.0646 -2.6653
H 1.1417 1.5872 -2.4533
C 3.9820 -3.4527 -0.2045
C 4.5545 -3.3126 -1.5981
C 3.3160 -3.0037 -2.4181
O 2.4121 -2.3016 -1.5571
C 2.8898 -2.4014 -0.2051
H 4.7153 -3.3035 0.5893
H 3.5426 -4.4481 -0.0823
H 5.2460 -2.4640 -1.6313
H 5.0864 -4.1999 -1.9470
H 2.8187 -3.9224 -2.7494
H 3.5368 -2.3909 -3.2964
H 3.2821 -1.4208 0.0854
H 2.0625 -2.6547 0.4595
C -2.9273 2.4940 -6.0376
C -3.7789 1.5144 -5.2600
C -2.8228 0.3544 -5.0619
O -1.5025 0.9104 -5.0009
C -1.5592 2.2803 -5.4194
H -3.2700 3.5276 -5.9664
H -2.9081 2.2116 -7.0954
H -4.0489 1.9456 -4.2908
H -4.6979 1.2263 -5.7730
H -2.8563 -0.3381 -5.9101
H -3.0272 -0.2059 -4.1467
H -1.4227 2.9079 -4.5319
H -0.7455 2.4845 -6.1188
*
```

Record 3
Density functional theory data (ωB97M-V/def2-TZVPD) for a 10-piece molecular cluster, C62H48N2O37 overall.

The gap between HOMO and LUMO is 7.7 eV. Its LUMO energy is -1.822 eV. The value obtained for the HOMO energy is -9.554 eV. The molecular weight comes out at 1413.0 g mol⁻¹. Its SMILES is O=C1C=C(O)C(=O)C=C1O.O=C1C=C(O)C(=O)C=C1O.O=C1C=C(O)C(=O)C=C1O.O=C1C=C(O)C(=O)C=C1O.O=C1C=C(O)C(=O)C=C1O.O=C1C=C(O)C(=O)C=C1O.O=C1C=C(O)C(=O)C=C1O.O=C1C=C(O)C(=O)C=C1O.O=C1C=C(O)C(=O)C=C1O.N#CC[C@H](C#N)CCCCO.

```
! RIJCOSX wB97M-V def2-TZVPD def2/J DEFGRID3
* xyz 0 1
N 1.4333 -0.5585 -0.6801
C 1.5253 0.1908 -1.5120
C 1.2741 1.0640 -2.7182
C -0.2473 1.4717 -2.8505
C -0.3379 2.1689 -4.2074
N -0.6505 2.5267 -5.2275
C -0.7244 2.3687 -1.6683
C -2.2574 2.2924 -1.3484
C -3.1955 2.1559 -2.6291
C -3.5167 0.6594 -2.9249
O -4.8029 0.3608 -2.3283
H 1.9490 1.9404 -2.7285
H 1.5177 0.4576 -3.6217
H -0.8196 0.5252 -2.8290
H -0.1860 2.0072 -0.7587
H -0.4617 3.4416 -1.7801
H -2.5261 1.4621 -0.6605
H -2.5338 3.2737 -0.8553
H -4.1589 2.6448 -2.3540
H -2.8313 2.7206 -3.5135
H -3.5666 0.5039 -4.0283
H -2.7925 -0.0483 -2.4629
H -4.8482 -0.6052 -2.2834
C 2.0488 -4.2004 -3.8083
C 1.3100 -3.4698 -2.9635
C -0.1857 -3.4673 -3.0362
O -0.8211 -2.8016 -2.2376
C -0.8239 -4.2691 -4.0785
C -0.0832 -4.9952 -4.9217
C 1.4098 -5.0179 -4.8319
O 2.0428 -5.7103 -5.6106
O -0.6395 -5.7400 -5.8896
O 1.8696 -2.7070 -2.0122
H 3.1291 -4.2137 -3.7659
H -1.9036 -4.2462 -4.1326
H 0.1073 -6.1637 -6.3555
H 1.1277 -2.2863 -1.5352
C 5.4622 -6.5691 -2.5197
C 5.9989 -7.6018 -1.8605
C 6.2602 -7.5396 -0.3873
O 6.7321 -8.5119 0.1713
C 5.9369 -6.3004 0.3159
C 5.4031 -5.2669 -0.3454
C 5.1179 -5.3402 -1.8103
O 4.6140 -4.3783 -2.3615
O 5.0953 -4.1138 0.2691
O 6.3277 -8.7420 -2.4827
H 5.2664 -6.6018 -3.5834
H 6.1455 -6.2607 1.3755
H 4.7241 -3.5355 -0.4260
H 6.6914 -9.3246 -1.7881
C 5.0913 -3.5434 4.9224
C 4.3302 -2.8000 5.7344
C 2.8334 -2.8099 5.6263
O 2.1725 -2.1357 6.3935
C 2.2267 -3.6367 4.5857
C 2.9912 -4.3745 3.7747
C 4.4806 -4.3862 3.9003
O 5.1312 -5.0889 3.1488
O 2.4626 -5.1401 2.8093
O 4.8762 -2.0171 6.6772
H 6.1703 -3.5481 4.9896
H 1.1487 -3.6220 4.5056
H 3.2220 -5.5679 2.3687
H 4.1285 -1.5820 7.1358
C 0.2192 7.8148 -4.0534
C 0.1460 6.4799 -4.1037
C 1.2837 5.6207 -3.6520
O 1.1654 4.4074 -3.6950
C 2.4941 6.2730 -3.1780
C 2.5711 7.6063 -3.1289
C 1.4258 8.4705 -3.5542
O 1.5354 9.6795 -3.4749
O 3.6718 8.2331 -2.6972
O -0.9462 5.8488 -4.5596
H -0.5952 8.4494 -4.3743
H 3.3126 5.6373 -2.8720
H 3.4714 9.1873 -2.7579
H -0.7517 4.8915 -4.4978
C -4.3053 6.2550 0.8560
C -5.0871 6.9579 1.6831
C -6.5797 6.9249 1.5686
O -7.2477 7.5669 2.3568
C -7.1682 6.1197 0.5023
C -6.3845 5.4193 -0.3284
C -4.8951 5.4316 -0.1939
O -4.2289 4.7603 -0.9614
O -6.8904 4.6748 -1.3154
O -4.5760 7.7243 2.6552
H -3.2267 6.2686 0.9311
H -8.2472 6.1188 0.4190
H -6.1194 4.2759 -1.7630
H -5.3451 8.1212 3.1085
C -9.9724 1.6026 2.3348
C -9.2952 0.4658 2.5281
C -8.0762 0.1333 1.7254
O -7.4835 -0.9055 1.9520
C -7.6542 1.0777 0.6951
C -8.3341 2.2132 0.4995
C -9.5360 2.5581 1.3201
O -10.1099 3.6128 1.1167
O -7.9705 3.1001 -0.4417
O -9.6718 -0.4323 3.4500
H -10.8527 1.8548 2.9098
H -6.7819 0.8187 0.1088
H -8.6186 3.8253 -0.3790
H -9.0204 -1.1575 3.3909
C 1.2240 0.8071 7.9677
C 0.2269 1.6930 7.8759
C 0.4888 3.1665 7.8896
O -0.4470 3.9367 7.7846
C 1.8727 3.6165 8.0340
C 2.8666 2.7273 8.1288
C 2.6034 1.2557 8.0880
O 3.5403 0.4796 8.1600
O 4.1459 3.1087 8.2646
O -1.0523 1.3088 7.7659
H 1.0515 -0.2606 7.9572
H 2.0485 4.6829 8.0600
H 4.6636 2.2819 8.3093
H -1.5712 2.1344 7.7144
C 4.3471 3.3393 0.7959
C 3.5465 4.1046 0.0487
C 3.2939 5.5414 0.3898
O 2.5717 6.2069 -0.3309
C 3.9283 6.0836 1.5877
C 4.7268 5.3165 2.3377
C 5.0013 3.8898 1.9817
O 5.7487 3.2369 2.6842
O 5.3206 5.7861 3.4434
O 2.9291 3.6216 -1.0453
H 4.5389 2.3016 0.5592
H 3.7243 7.1164 1.8334
H 5.8409 5.0403 3.7997
H 2.4102 4.3648 -1.4093
C 0.0466 -10.6345 -4.4673
C -1.0831 -10.6109 -3.7524
C -1.3387 -9.5521 -2.7265
O -2.3899 -9.5615 -2.1142
C -0.3009 -8.5484 -2.5024
C 0.8300 -8.5741 -3.2150
C 1.0740 -9.6168 -4.2597
O 2.1111 -9.5875 -4.8948
O 1.8009 -7.6670 -3.0302
O -2.0434 -11.5321 -3.9184
H 0.2417 -11.3930 -5.2127
H -0.4896 -7.7985 -1.7463
H 2.5047 -7.9032 -3.6666
H -2.7497 -11.2917 -3.2884
*
```

Record 4
Density functional theory data (ωB97M-V/def2-TZVPD) for C9H17AuN2 as an isolated structure.

The gap between HOMO and LUMO (alpha / beta) is 8.9 / 7.8 eV. Its LUMO energy (alpha / beta) is -6.732 / -10.027 eV. The value obtained for the HOMO energy (alpha / beta) is -15.607 / -17.803 eV. The molecular weight comes out at 350.2 g mol⁻¹.

```
! RIJCOSX wB97M-V def2-TZVPD def2/J DEFGRID3
* xyz 2 3
C -2.0775 0.8224 -0.5153
C -1.1626 1.9088 -0.5374
H -2.6235 0.5925 0.3955
H -2.5872 0.5211 -1.4275
H -0.9674 2.4346 -1.4694
H -1.0113 2.5104 0.3542
Au -0.0924 0.0712 -0.5174
C 0.0972 -1.7018 -1.8854
C -0.0160 -0.5076 -2.6628
C 1.9478 -0.3467 -1.4651
C 1.2851 -1.5726 -1.1003
H -0.8121 -0.2769 -3.3588
H 1.3541 1.2651 -2.8860
H 2.8800 0.0161 -1.0545
C 1.1471 0.3086 -2.4260
H 1.6590 -2.3000 -0.3915
H -0.5910 -2.5346 -1.8800
N -0.8839 -0.9427 1.1316
C -0.9360 0.1393 2.1605
C 0.5066 0.6038 2.3199
N 1.2200 0.1521 1.1184
H -0.1787 -1.7007 0.9996
H -1.0430 -1.7277 1.8046
H -1.5045 1.0383 1.9247
H -1.3617 -0.1735 3.1458
H 0.6108 1.6936 2.5145
H 0.8955 0.0497 3.2125
H 2.1371 -0.0087 1.5979
H 2.1094 -0.3329 0.8968
*
```

Record 5
Density functional theory data (ωB97M-V/def2-TZVPD) for a single C10H8N2 molecule.

The gap between HOMO and LUMO is 9.7 eV. Its LUMO energy is 0.572 eV. The value obtained for the HOMO energy is -9.159 eV. The molecular weight comes out at 156.2 g mol⁻¹. Its SMILES is c1ccc(-c2ncccn2)cc1.

```
! RIJCOSX wB97M-V def2-TZVPD def2/J DEFGRID3
* xyz 0 1
C 2.0001 -2.6076 0.7933
C 0.6578 -2.7284 0.6105
C -0.2179 -1.6832 0.3267
C 0.3728 -0.4702 0.1071
C 1.7331 -0.2003 0.3180
C 2.6019 -1.2434 0.7202
C -0.4565 0.6961 -0.2368
C -2.3218 1.9628 0.2558
C -2.0856 2.7494 -0.8471
C -1.1009 2.4422 -1.5966
H 2.5716 -3.4850 1.0586
H 0.3210 -3.8773 0.7847
H -1.3307 -1.9048 0.1613
H 2.1112 0.6202 0.0174
H 3.7082 -1.3444 0.8204
H -3.3048 2.0736 0.9368
H -2.7957 3.6379 -1.0059
H -0.7564 2.9869 -2.4956
N -1.5154 0.9127 0.5917
N -0.1921 1.4628 -1.3206
*
```

Record 6
Density functional theory data (ωB97M-V/def2-TZVPD) for an isolated ion of composition H2O5P2 and charge -2.

The gap between HOMO and LUMO is 6.2 eV. Its LUMO energy is 7.311 eV. The value obtained for the HOMO energy is 1.104 eV. The molecular weight comes out at 144.0 g mol⁻¹. Its SMILES is O=P(O)=P([O-])([O-])O.

```
! RIJCOSX wB97M-V def2-TZVPD def2/J DEFGRID3
* xyz -2 1
O -0.6922 0.3862 1.5678
O -2.2302 0.8560 -0.4037
O -0.9161 -1.4610 -0.4319
O 1.7009 0.8902 0.7581
O 1.3872 -0.7149 -1.2619
P 1.1226 0.8105 -0.6385
P -0.9630 0.1859 -0.0715
H 0.2250 0.1645 1.4688
H 0.3659 -1.1175 -0.9872
*
```

Record 7
Density functional theory data (ωB97M-V/def2-TZVPD) for C2H3AgLiO2 as an isolated structure.

The gap between HOMO and LUMO is 9.1 eV. Its LUMO energy is -4.750 eV. The value obtained for the HOMO energy is -13.807 eV. The molecular weight comes out at 173.9 g mol⁻¹.

```
! RIJCOSX wB97M-V def2-TZVPD def2/J DEFGRID3
* xyz 1 1
H 2.1665 0.4103 -0.2120
O -1.1229 -0.2360 -0.0763
C -0.0795 0.6469 0.0588
C 1.2382 -0.0289 0.2649
O 1.3429 -1.2441 0.1385
Ag -0.6068 -2.3982 0.0351
Li -2.8194 0.1910 -0.3093
H -0.1852 1.3441 0.9205
H 0.0663 1.3148 -0.8201
*
```

Record 8
Density functional theory data (ωB97M-V/def2-TZVPD) for C37H42Cl2N5O2P2Re as an isolated structure.

The gap between HOMO and LUMO (alpha / beta) is 9.3 / 6.1 eV. Its LUMO energy (alpha / beta) is -6.549 / -9.680 eV. The value obtained for the HOMO energy (alpha / beta) is -15.880 / -15.815 eV. The molecular weight comes out at 907.8 g mol⁻¹.

```
! RIJCOSX wB97M-V def2-TZVPD def2/J DEFGRID3
* xyz 3 4
Re -0.1311 0.0487 0.0028
C -2.1557 -2.5652 -0.0872
P -1.6366 -1.3546 -1.4059
C -3.1921 -0.7522 -2.0889
C -4.2712 -0.5081 -1.2361
C -5.4764 -0.0703 -1.7567
C -5.6027 0.1470 -3.1236
C -4.5254 -0.0730 -3.9698
C -3.3177 -0.5282 -3.4580
C -0.8286 -2.3509 -2.6700
C -1.1401 -3.7013 -2.8375
C -0.5443 -4.4274 -3.8592
C 0.3511 -3.8108 -4.7222
C 0.6545 -2.4635 -4.5699
C 0.0693 -1.7345 -3.5455
C -2.3104 -1.7961 1.1680
C -3.2891 -1.8623 2.2151
C -3.1092 -0.7543 2.9886
C -2.0185 -0.0154 2.4119
C -1.5044 1.3410 2.6632
P -1.1352 2.0571 0.9867
C -0.1611 3.5379 1.3234
C 1.0153 3.4517 2.0771
C 1.7568 4.5948 2.3249
C 1.3361 5.8235 1.8263
C 0.1683 5.9114 1.0839
C -0.5825 4.7720 0.8298
C -2.6847 2.5868 0.2533
C -2.8060 2.5242 -1.1343
C -3.9295 3.0460 -1.7574
C -4.9384 3.6157 -0.9955
C -4.8269 3.6744 0.3901
C -3.6980 3.1732 1.0170
N -1.5180 -0.7021 1.3465
H -1.3637 -3.3158 0.0160
H -3.0720 -3.0915 -0.3536
H -4.1863 -0.6608 -0.1652
H -6.3185 0.0995 -1.0987
H -6.5485 0.4795 -3.5314
H -4.6295 0.0873 -5.0346
H -2.4930 -0.7318 -4.1298
H -1.8594 -4.1938 -2.1946
H -0.7927 -5.4724 -3.9890
H 0.8047 -4.3789 -5.5238
H 1.3371 -1.9791 -5.2559
H 0.2867 -0.6776 -3.4524
H -4.0331 -2.6356 2.3288
H -3.6734 -0.4558 3.8585
H -0.5398 1.2997 3.1803
H -2.1824 1.9413 3.2656
H 1.3568 2.5000 2.4646
H 2.6601 4.5311 2.9172
H 1.9157 6.7150 2.0274
H -0.1663 6.8688 0.7073
H -1.4968 4.8510 0.2551
H -2.0186 2.0773 -1.7315
H -4.0162 3.0045 -2.8351
H -5.8152 4.0256 -1.4801
H -5.6128 4.1286 0.9787
H -3.6068 3.2664 2.0920
N 1.2173 -1.7433 -0.2173
C 1.8658 -1.9967 1.0980
C 3.0992 -2.8870 1.0485
C 4.3060 -2.2814 0.3048
C 5.6285 -2.5757 1.0052
N 5.6475 -1.9066 2.3070
C 6.6688 -1.9584 3.1534
N 6.6434 -1.2258 4.2673
N 7.7299 -2.7170 2.8876
C 2.1401 -0.6412 1.7555
O 3.0321 -0.4893 2.5625
O 1.3164 0.3135 1.3982
H 0.7778 -2.5961 -0.5579
H 1.9364 -1.5429 -0.9126
H 1.1076 -2.4718 1.7278
H 2.8304 -3.8501 0.6094
H 3.3617 -3.0981 2.0864
H 4.2089 -1.1945 0.2147
H 4.3756 -2.6764 -0.7089
H 6.4601 -2.2152 0.3968
H 5.7386 -3.6568 1.1369
H 4.8217 -1.3717 2.5680
H 5.8938 -0.5776 4.4400
H 7.3331 -1.3459 4.9895
H 7.7320 -3.3665 2.1212
H 8.5396 -2.7070 3.4851
Cl 1.3494 1.0349 -1.7446
C 1.6415 2.8406 -1.5568
Cl 0.3823 3.7399 -2.3376
H 2.5938 3.0108 -2.0449
H 1.6667 3.0358 -0.4902
*
```

Table of strongest force on any atom (eV/Å), in record order: 5.33 5.08 4.92 6.47 7.97 4.04 4.96 0.23